Entry 1:
77
Properties=species:S:1:pos:R:3:forces:R:3 method="wB97M-V/def2-TZVPD" e_above_lowest_kcal_mol=22.40 total_charge=0
Y -0.0937 -0.0650 0.0364 0.61 0.94 -2.10
S -1.9901 1.9880 -0.5457 0.09 -0.62 0.11
S -2.1563 -1.5926 -1.2235 0.10 0.22 0.72
P 0.8424 1.6666 2.4734 -0.73 0.39 0.74
O 0.9081 1.8634 -0.8750 0.03 -0.51 0.15
N -2.3568 -1.7982 -3.8039 -0.35 -0.06 -0.08
N 0.3679 2.9960 -1.2628 -0.58 0.34 -0.06
N 2.3941 -0.5290 -0.1840 -0.05 0.13 -0.39
N -0.1092 -3.6411 0.8779 0.29 0.05 0.11
N -0.2495 -1.2575 -3.1465 0.14 -0.03 -0.97
N 0.6252 -0.9872 -2.1641 0.51 -0.31 0.23
C 2.3445 -1.0234 -3.9271 -0.27 0.10 0.14
C -1.9342 -0.2882 4.8054 0.02 0.13 0.17
C -1.4942 4.4415 -1.5615 0.25 0.31 -0.21
C -1.4052 -1.0257 -5.9640 -0.09 -0.20 0.07
C 1.7789 2.0663 4.0021 0.18 -0.19 -0.29
C 1.9137 3.3407 4.5402 -0.10 -0.08 -0.12
C 0.4532 -2.6304 0.8122 -0.49 -0.29 -0.09
C -1.3870 3.4624 2.4832 0.18 -0.07 0.12
C 1.8793 -0.8962 -2.5028 -1.13 -0.16 -0.62
C -1.9715 4.6790 2.1733 -0.12 0.10 0.00
C 1.1678 3.9527 -1.7598 0.48 0.41 -0.22
C -0.9266 0.5802 4.4309 0.05 0.04 0.04
C -0.4834 0.5779 3.1128 0.21 -0.17 -0.36
C 5.1106 -0.8752 -0.6301 -0.12 0.08 0.35
C -1.4968 -1.5076 -2.8067 0.23 -0.05 0.46
C 0.7124 4.2870 1.6512 -0.12 -0.12 -0.05
C 3.3756 2.4844 6.2427 0.09 0.09 0.06
C -0.0386 3.2549 2.2143 0.22 -0.09 -0.16
C 3.2627 -0.4842 0.8146 0.16 -0.04 0.34
C -0.6825 5.4171 -2.0776 -0.05 -0.14 0.10
C 4.2185 -0.9206 -1.6792 -0.40 0.03 -0.03
C -2.0625 -1.1019 2.5430 -0.06 0.00 0.12
C -0.9798 3.2016 -1.1540 -0.07 -0.29 0.20
C 2.7107 3.5447 5.6536 0.03 0.07 0.10
C -1.9705 -2.1828 -5.1459 0.33 0.19 -0.18
C -1.0150 -0.2727 2.1196 -0.60 -0.09 1.41
C -1.2274 5.6893 1.5921 -0.02 -0.03 0.06
C 3.2333 1.2082 5.7227 0.05 -0.09 0.07
C 0.6875 5.1673 -2.1775 -0.02 -0.14 0.05
C 2.8476 -0.7531 -1.4327 0.67 0.05 0.61
C 0.1213 5.4978 1.3471 0.14 0.17 -0.01
C 2.4445 1.0021 4.6082 0.00 0.05 -0.04
C 4.6276 -0.6575 0.6547 0.04 -0.04 -0.27
C -2.5053 -1.1221 3.8574 -0.13 -0.14 -0.10
H -3.0198 4.8466 2.3698 -0.12 -0.08 0.03
H 1.3937 4.1758 4.0937 -0.01 0.03 0.00
H -0.6782 -4.4621 0.9071 0.05 0.05 -0.01
H 3.7416 0.3768 6.1878 0.05 -0.09 0.04
H 2.7498 -2.0179 -4.1134 0.07 -0.08 -0.05
H 1.7642 4.1238 1.4436 0.04 0.02 -0.07
H 4.5672 -1.1076 -2.6813 0.00 0.00 -0.08
H -0.5221 -0.6329 -5.4710 0.00 0.06 -0.03
H -1.7022 6.6187 1.3199 -0.04 0.16 0.00
H -2.8595 -2.5876 -5.6355 0.08 -0.01 0.09
H 3.1064 -0.2834 -4.1621 0.11 0.02 0.04
H 2.8078 4.5411 6.0602 0.03 0.07 0.05
H -0.4760 1.2448 5.1568 0.00 0.04 0.08
H -3.2961 -2.0000 -3.4961 0.20 0.00 -0.04
H -1.1337 -1.3818 -6.9544 0.02 0.01 -0.17
H 2.3257 0.0033 4.2064 0.01 -0.09 0.00
H 0.7038 6.2923 0.9070 0.11 0.08 -0.08
H -1.0868 6.3705 -2.3818 -0.07 0.07 -0.04
H 1.4940 -0.8757 -4.5867 0.07 -0.05 0.03
H -2.2763 -0.3058 5.8309 -0.04 -0.03 0.06
H 2.8411 -0.3114 1.8008 0.08 0.01 -0.10
H -2.1360 -0.2283 -6.0589 -0.10 0.11 -0.04
H -2.5510 -1.7618 1.8310 0.02 -0.05 -0.02
H -2.5550 4.5822 -1.4359 -0.09 0.03 -0.04
H 1.3660 5.9099 -2.5661 0.10 -0.03 -0.02
H 4.0143 2.6542 7.0964 0.02 0.00 0.11
H -1.2151 -2.9761 -5.0872 -0.10 0.01 -0.02
H -3.2974 -1.7969 4.1542 -0.09 -0.04 0.00
H 6.1672 -1.0147 -0.8057 0.07 -0.01 -0.01
H 2.2158 3.6954 -1.7999 -0.03 -0.12 0.05
H 5.2905 -0.6278 1.5045 0.00 0.04 0.10
H -1.9800 2.6768 2.9312 -0.01 -0.07 -0.07


Entry 2:
27
Properties=species:S:1:pos:R:3:forces:R:3 method="wB97M-V/def2-TZVPD" total_charge=+1
O -1.6360 3.3665 4.8848 0.03 0.00 0.01
O -1.9274 0.8055 0.2589 0.03 0.07 0.15
N 1.2073 -2.8770 -2.9958 -0.70 0.65 0.85
N 1.8009 -2.0108 -2.1709 1.43 0.11 -1.62
C 1.1928 -1.1417 -1.3796 -0.78 0.79 0.45
C -0.1997 -1.0096 -1.3631 0.07 -0.50 -0.55
C 4.0075 -0.9583 -2.0426 -0.40 0.13 0.15
C -0.0988 -2.7819 -2.9498 -0.79 -0.93 -0.81
C -3.0055 2.5464 3.1562 -0.04 -0.04 -0.07
C -0.4815 2.2705 3.1553 0.10 -0.05 -0.06
C -0.5553 1.6287 1.9931 -0.02 -0.02 -0.01
C -0.8623 -1.8813 -2.1939 0.31 0.30 0.32
C -1.7037 2.7822 3.8305 -0.05 0.04 0.05
C -3.0730 1.9035 1.9930 -0.05 0.01 0.00
C -1.8558 1.3964 1.3259 -0.10 0.05 0.03
C 3.2371 -2.0577 -2.1570 0.53 0.15 0.33
H 0.4585 2.4507 3.6609 -0.02 0.02 0.03
H 1.7956 -0.5248 -0.7329 0.34 -0.21 -0.09
H 4.7713 -0.9396 -1.2701 1.17 -0.60 -1.20
H 0.3239 1.2502 1.4864 0.00 0.01 0.00
H 3.9013 -0.0712 -2.6625 -1.04 0.52 0.97
H -3.8847 2.9247 3.6613 0.02 0.02 0.03
H -1.9395 -1.9016 -2.2729 -0.02 0.00 0.01
H -0.7176 -0.2767 -0.7399 0.24 -0.13 -0.06
H 3.6926 -3.0316 -2.3036 -0.46 -0.37 1.21
H -4.0112 1.7221 1.4848 0.02 -0.01 -0.03
H -0.6308 -3.4872 -3.5784 0.20 -0.02 -0.09


Entry 3:
15
Properties=species:S:1:pos:R:3:forces:R:3 method="wB97M-V/def2-TZVPD" e_above_lowest_kcal_mol=20.21 total_charge=0 smiles="CNC=O.O.O"
O 1.3192 1.8614 -0.9572 -0.09 -0.28 0.08
O -1.1381 0.6418 -0.4465 0.37 0.35 -0.03
O 2.0631 -1.2198 -1.6653 0.48 0.44 -0.17
N -1.2034 -0.4090 1.5555 -0.39 0.74 0.79
C -1.3160 0.6746 0.7592 -0.34 -1.18 -1.25
C -0.6328 -1.7231 1.2924 0.28 0.15 -0.74
H -0.0283 -1.9646 2.1632 0.08 -0.29 -0.12
H 1.7757 -0.3032 -1.5188 -0.10 -0.11 0.06
H -1.5284 -0.2196 2.4898 0.19 -0.28 0.13
H -1.3778 -2.5075 1.1151 -0.09 0.29 0.22
H 0.3557 1.9266 -1.0462 0.08 -0.22 0.04
H -1.6917 1.5845 1.2377 0.10 0.00 0.45
H 1.6870 2.6792 -1.2844 0.08 0.29 -0.16
H 0.0013 -1.7112 0.3882 -0.20 0.29 0.49
H 2.9524 -1.1044 -2.0407 -0.45 -0.19 0.20


Entry 4:
85
Properties=species:S:1:pos:R:3:forces:R:3 method="wB97M-V/def2-TZVPD" e_above_lowest_kcal_mol=33.38 total_charge=+1 multiplicity=6
I -1.0011 -1.5857 -1.5896 -0.44 -0.10 -0.26
Se -0.8763 -1.9910 1.8642 0.00 -0.22 -0.03
Ge -2.6663 -2.8912 4.3730 -0.02 0.03 -0.03
Fe -0.0631 0.3494 0.2174 -0.68 1.24 0.89
S 1.5480 -0.1618 2.2641 -0.20 -0.28 -0.37
N 0.1452 2.2529 1.5552 0.13 -0.51 -1.12
N 5.7955 1.0408 -3.0435 -0.22 -0.13 -0.16
N 1.3222 1.0590 4.5906 0.12 -0.08 0.14
N 3.9065 1.0759 -1.6118 -0.10 -0.10 0.06
N 1.8773 0.4205 -1.1005 -0.41 -0.12 0.45
N 7.6104 0.1595 -3.7682 0.31 -0.12 -0.10
N 0.5285 2.2674 2.8354 0.00 0.60 0.88
N 7.1395 0.9299 -2.8771 -0.09 0.05 0.13
N -0.9193 2.2328 -0.9258 0.37 -0.23 -0.08
C 5.3883 0.2788 -4.1025 0.44 -0.07 -0.05
C -2.8137 -4.5035 3.2507 0.05 0.18 0.17
C -2.4622 -3.3758 6.2662 -0.06 0.09 -0.26
C -1.5053 2.2299 -2.1172 -0.16 -0.07 -0.13
C -0.0621 3.3775 0.9853 0.16 -0.02 0.49
C -5.7031 -0.6617 -0.6441 -0.05 -0.07 -0.04
C 4.1623 -0.8694 -5.7514 -0.07 0.12 0.12
C -2.7548 1.2450 1.6788 -0.23 -0.13 0.02
C -1.7930 3.3865 -2.8255 0.04 0.06 0.12
C 6.5823 -0.2901 -4.5692 -0.51 0.21 0.18
C 5.3537 -1.4403 -6.2314 0.11 -0.10 -0.10
C -1.4416 4.6030 -2.2593 -0.05 -0.02 -0.10
C -1.0323 -1.8707 3.7881 -0.14 -0.13 -0.02
C -2.3441 0.3661 0.7078 1.43 0.00 -0.13
C 4.1514 -0.0001 -4.6820 -0.12 0.02 -0.01
C -4.0005 -1.8343 -1.8648 0.20 -0.04 -0.07
C -3.0546 -1.1940 -1.1234 0.49 -0.14 -0.10
C 5.0151 1.8396 -2.1449 0.18 0.16 -0.06
C 2.7798 -0.5462 -0.6974 0.11 -0.04 -0.23
C -4.1211 1.5490 1.8770 -0.01 -0.03 0.03
C -3.3307 -0.2726 -0.0894 -0.34 0.17 0.23
C -0.8608 4.6167 -1.0041 0.07 -0.06 0.14
C -4.1420 -1.6437 4.0186 0.16 -0.22 0.05
C -0.6209 3.4084 -0.3541 -0.21 0.08 -0.48
C 0.5214 -3.3332 1.7749 0.01 0.01 0.10
C 4.0368 -0.1551 -1.0071 -0.01 -0.10 0.13
C 2.5872 1.3839 -1.6594 -0.01 0.04 -0.05
C 2.0556 2.6085 -2.3169 0.08 0.00 0.03
C -4.7197 -0.0036 0.1311 0.25 -0.09 -0.11
C 1.0713 1.1700 3.2720 -0.08 -0.06 -0.42
C -5.0781 0.9358 1.1236 -0.09 0.15 0.15
C -5.3579 -1.5604 -1.6116 -0.11 0.04 0.04
C 6.5737 -1.1647 -5.6564 0.05 -0.02 -0.01
H 3.2313 0.4337 -4.3122 -0.02 -0.04 -0.03
H -2.0321 1.7348 2.3210 -0.05 0.00 -0.01
H 0.1309 4.3073 1.5155 -0.08 0.00 0.02
H -6.1127 -2.0657 -2.1988 -0.02 0.01 0.02
H 1.9070 0.3024 4.8953 0.02 0.01 0.06
H 2.3960 2.6661 -3.3528 0.01 0.04 0.01
H -1.1661 -0.8150 4.0245 -0.01 0.02 0.00
H -2.8131 -4.2370 2.1938 -0.04 -0.01 -0.01
H 4.6248 2.7234 -2.6488 -0.07 -0.02 0.04
H 4.9983 -0.6128 -0.8491 -0.02 -0.02 -0.05
H 2.3725 3.5157 -1.7998 -0.01 0.00 -0.01
H 7.4916 -1.6060 -6.0189 0.00 0.00 -0.01
H -4.0979 -1.3005 2.9825 0.00 0.00 0.00
H -1.5892 -4.0120 6.4092 0.01 0.00 -0.02
H -6.1259 1.1628 1.2801 -0.01 -0.04 -0.04
H -3.7441 -5.0278 3.4676 -0.01 0.02 0.02
H -0.0951 -2.2122 4.2234 0.01 0.00 0.00
H -3.7211 -2.5361 -2.6389 -0.02 0.01 0.00
H -1.9895 -5.1931 3.4382 0.00 0.01 0.02
H -5.1079 -2.1201 4.1840 0.00 -0.02 -0.01
H 5.2996 -2.1161 -7.0742 0.03 0.00 0.01
H -4.4022 2.2717 2.6339 -0.03 -0.03 0.01
H -2.2712 3.3306 -3.7926 0.01 -0.02 0.00
H 0.9730 2.5674 -2.3197 0.05 0.01 -0.04
H -2.3597 -2.4935 6.8966 0.00 0.02 -0.02
H 1.4104 -2.9545 2.2739 0.00 -0.01 0.02
H 0.7238 -3.5316 0.7245 -0.05 -0.01 -0.01
H -6.7461 -0.4410 -0.4509 0.00 0.00 -0.01
H 3.2266 -1.1220 -6.2325 0.01 0.00 -0.02
H -3.3440 -3.9287 6.5902 0.00 0.00 0.02
H -0.5830 5.5469 -0.5262 -0.04 0.00 0.02
H -1.6251 5.5280 -2.7898 -0.01 0.01 0.03
H -4.0732 -0.7729 4.6708 0.02 0.00 0.00
H 2.4580 -1.4653 -0.2375 0.04 0.03 0.07
H 1.2278 1.8659 5.1860 -0.04 0.05 -0.10
H 0.1654 -4.2393 2.2607 -0.03 -0.01 -0.02
H -1.7519 1.2573 -2.5290 0.03 0.00 0.02
H 5.6863 2.1515 -1.3454 0.00 0.03 -0.03


Entry 5:
8
Properties=species:S:1:pos:R:3:forces:R:3 method="wB97M-V/def2-TZVPD" e_above_lowest_kcal_mol=82.83 total_charge=-2 smiles="O=P([O-])([O-])C1N=N1"
P 0.9872 -0.4035 -0.1158 1.32 0.08 0.65
O 1.3868 -0.6176 1.3524 -0.45 0.18 -0.23
O 1.7725 0.6491 -0.8656 -0.16 1.27 0.05
O 0.9055 -1.6578 -0.9428 -0.98 -1.14 -0.28
N -1.5202 1.2486 -0.6060 0.32 0.86 3.57
N -1.2781 1.3816 0.6636 -1.20 1.39 -3.21
C -0.8045 0.1957 0.1005 0.07 -4.82 0.22
H -1.4492 -0.7962 0.4137 1.08 2.19 -0.77


Entry 6:
12
Properties=species:S:1:pos:R:3:forces:R:3 method="wB97M-V/def2-TZVPD" e_above_lowest_kcal_mol=0.00 total_charge=+1
O -1.1473 0.4426 -0.0848 -0.54 -0.04 0.44
O 0.1709 -1.2819 -0.0106 -0.15 -0.54 0.45
O 0.1862 0.7071 3.4537 0.03 -0.11 -0.17
C -0.1284 0.7824 -1.0473 0.73 0.35 -0.74
C -0.8324 -0.6630 0.4605 -0.67 -0.55 -0.53
C 0.7980 -0.4504 -1.0059 0.56 0.57 -0.83
C 0.0832 0.2111 2.4561 0.30 0.47 0.91
H -0.6151 0.9468 -2.0106 0.02 -0.10 0.21
H 0.8336 -1.0136 -1.9418 -0.08 0.07 0.24
H 0.3541 1.7079 -0.7257 -0.11 -0.18 0.05
H -1.5197 -1.1620 1.1373 0.15 0.12 -0.08
H 1.8169 -0.2271 -0.6808 -0.23 -0.06 0.05


Looking at energy for the records above, in order, we have -78768.84340 -19686.74972 -9852.77026 -223427.30884 -19463.07891 -10362.85173 eV.